# 1
Density functional theory data (ωB97M-V/def2-TZVPD) for a molecular structure, C22H52Cl3F6InN6O5P3 at a distorted geometry.

Structure (XYZ):
```
98
Properties=species:S:1:pos:R:3:forces:R:3
In -0.2662 -0.8805 0.4701 0.184 -0.461 0.805
C 0.2202 -1.1960 3.6261 -0.198 -0.150 0.114
N -0.5003 -1.9125 2.5456 -0.262 0.560 -0.375
C -1.9488 -1.9854 2.9016 0.140 -0.185 0.089
C 0.0221 -3.2843 2.4033 0.011 -0.010 0.260
C 1.3336 -3.3071 1.6705 0.063 -0.143 -0.029
N 1.1432 -2.8875 0.2791 -0.016 0.648 -0.439
C 0.4494 -3.9638 -0.4823 0.151 -0.061 0.102
C 2.4592 -2.6542 -0.3595 -0.062 -0.278 0.131
H 0.0607 -1.7259 4.5698 -0.020 -0.006 -0.031
H -0.1709 -0.1876 3.7075 -0.060 -0.021 -0.015
H 1.2829 -1.1361 3.4176 0.012 -0.064 -0.020
H -2.0618 -2.6083 3.7930 0.018 -0.022 -0.027
H -2.5151 -2.4194 2.0803 0.048 -0.027 -0.049
H -2.3320 -0.9980 3.1108 0.022 0.086 0.031
H -0.7224 -3.8753 1.8750 -0.027 -0.024 0.031
H 0.1577 -3.7255 3.3928 -0.109 0.003 0.086
H 1.7365 -4.3229 1.7127 0.095 -0.014 -0.077
H 2.0622 -2.6456 2.1403 0.010 0.023 0.005
H 1.0152 -4.8933 -0.3680 0.034 0.018 0.006
H 0.3968 -3.6921 -1.5281 0.035 0.048 -0.039
H -0.5661 -4.1086 -0.1352 -0.015 0.018 0.027
H 3.0199 -3.5927 -0.3935 0.009 -0.015 0.034
H 3.0292 -1.9199 0.2035 -0.027 0.032 0.036
H 2.3148 -2.2949 -1.3708 -0.046 0.010 -0.072
C 3.9563 3.4701 2.4886 0.010 -0.162 0.123
N 3.3181 2.1756 2.2096 -0.102 0.134 -0.620
C 4.1683 1.2396 1.4507 0.069 0.088 0.208
P 1.7045 1.9220 2.3223 0.827 -0.688 0.706
O 1.3066 0.6400 1.6996 -0.072 -0.075 -0.615
N 0.9599 3.2480 1.4588 -0.633 0.239 -0.322
C 0.3572 3.0877 0.1542 0.192 0.134 0.040
C 0.8396 4.5734 2.0340 0.066 -0.065 -0.056
N 1.2997 2.2079 3.8541 -0.225 0.396 0.306
C 2.2436 2.2310 4.9846 -0.136 -0.077 0.015
C -0.1034 2.4751 4.2316 0.066 0.042 0.031
H 4.0750 4.0589 1.5759 -0.035 -0.028 -0.013
H 4.9475 3.2913 2.9040 -0.002 -0.026 0.022
H 3.3896 4.0439 3.2181 -0.004 -0.037 0.002
H 4.5999 1.7279 0.5776 -0.040 0.045 -0.033
H 3.5964 0.3734 1.1377 -0.047 0.028 0.001
H 4.9829 0.9132 2.1006 -0.013 0.020 -0.010
H 0.4416 2.0717 -0.2075 -0.029 -0.036 0.055
H 0.8291 3.7925 -0.5410 -0.045 -0.008 0.093
H -0.7017 3.3583 0.2269 -0.021 -0.020 0.049
H 1.3276 4.6385 2.9986 0.012 -0.048 0.017
H -0.2292 4.7859 2.1551 -0.018 -0.012 -0.039
H 1.2530 5.3099 1.3391 -0.028 -0.028 -0.013
H 3.2561 2.0110 4.6629 -0.006 -0.005 -0.053
H 1.9490 1.4789 5.7178 -0.032 -0.003 -0.035
H 2.2223 3.2063 5.4759 -0.018 0.002 -0.065
H -0.7772 2.3786 3.3819 0.190 -0.006 0.159
H -0.2022 3.4845 4.6416 0.074 -0.044 -0.017
H -0.4210 1.7723 5.0024 0.034 -0.041 -0.027
C -3.9585 0.9517 -3.2764 0.160 0.092 0.053
C -3.9604 -0.5231 -2.9373 -0.283 0.121 0.017
C -4.6153 -1.3495 -4.0238 0.184 -0.150 -0.085
C -4.5978 -0.7869 -1.5859 0.302 0.029 0.094
O -2.5232 -0.9511 -2.9648 -0.193 0.039 0.150
P -1.3897 -1.2281 -1.9671 0.219 -0.236 -0.398
O -1.6967 -2.0706 -0.7283 0.085 0.217 0.135
O -0.6971 0.0396 -1.3846 0.033 0.046 0.262
O -0.3348 -2.0332 -2.8204 -0.048 0.197 0.045
C 0.1076 -1.8752 -4.2272 -0.026 -0.033 -0.115
C 0.1727 -0.4119 -4.6288 -0.172 0.042 0.162
C -0.8411 -2.6675 -5.1087 -0.115 0.000 0.097
C 1.4980 -2.4804 -4.2470 0.059 -0.088 0.070
H -4.9866 1.3089 -3.3405 0.017 0.005 0.007
H -3.4689 1.1275 -4.2356 -0.043 -0.001 0.006
H -3.4417 1.5207 -2.4992 -0.043 -0.020 -0.053
H -5.6561 -1.0452 -4.1298 0.014 -0.006 0.001
H -4.5858 -2.4112 -3.7710 -0.028 0.047 -0.019
H -4.1114 -1.2006 -4.9804 -0.048 0.005 0.021
H -5.6801 -0.7114 -1.6872 0.017 0.006 -0.029
H -4.2728 -0.0520 -0.8508 -0.053 -0.090 -0.083
H -4.3504 -1.7829 -1.2157 -0.071 -0.002 -0.059
H -0.8132 0.0569 -4.6264 0.039 -0.033 0.006
H 0.5791 -0.3406 -5.6381 0.010 0.010 0.030
H 0.8243 0.1387 -3.9486 0.005 -0.007 -0.029
H -1.8528 -2.2659 -5.0508 0.055 -0.009 -0.026
H -0.8638 -3.7147 -4.8013 0.016 0.048 -0.028
H -0.5045 -2.6159 -6.1449 -0.010 -0.014 0.020
H 2.1797 -1.9061 -3.6133 -0.026 -0.020 -0.051
H 1.8861 -2.4716 -5.2664 0.002 -0.001 0.044
H 1.4737 -3.5166 -3.9025 0.014 0.052 -0.016
F -1.1589 0.9065 1.7126 -0.241 -0.094 -0.403
P -2.8195 1.4615 1.5287 -0.272 -0.128 -0.167
F -2.4269 1.8949 0.0358 0.079 0.049 -0.038
F -4.3045 1.9164 1.3592 -0.018 0.042 -0.019
F -3.0426 0.9987 3.0398 0.091 -0.049 0.015
F -2.2975 2.8950 2.0575 0.037 0.063 -0.106
F -3.0975 -0.0415 0.9913 0.066 0.125 0.265
Cl 3.5114 3.4493 -1.5414 0.050 -0.005 0.126
C 2.6649 2.2243 -2.5119 -0.115 -0.214 0.164
Cl 3.7198 1.6123 -3.7645 0.144 -0.104 -0.142
Cl 1.2097 2.9249 -3.2034 -0.191 0.038 -0.076
C 2.2860 1.0931 -1.6344 0.269 -0.090 -0.168
N 2.0277 0.1824 -0.9850 0.008 0.435 -0.171
```
Positions in Å, forces in eV/Å.

2S+1: 2
Kohn-Sham gap (alpha / beta): 0.36269 / 0.22795 Ha
Charge: +2

Results of the Löwdin charge analysis, in e, for atoms 1 through 4: 0.989 -0.055 -0.279 -0.034


# 2
Density functional theory data (ωB97M-V/def2-TZVPD) for 2 unconnected molecules or ions with the total composition C12H18N2O5.

Structure (XYZ):
```
37
Properties=species:S:1:pos:R:3:forces:R:3
N 2.2460 1.7166 2.4713 0.011 -0.077 -0.307
C 2.2052 1.4292 1.3583 -0.067 0.042 0.249
C 2.1158 1.0820 -0.0646 0.143 0.517 0.449
C 1.6621 2.3128 -0.9060 0.057 -0.075 -0.172
C 2.7813 2.7659 -1.7381 0.194 0.115 -0.127
N 3.6588 3.1265 -2.3877 -0.195 -0.105 0.115
C 0.3984 2.0607 -1.8073 -0.019 0.098 -0.026
O -0.0357 0.7298 -1.7886 -0.019 -0.011 0.063
C -0.9515 0.4058 -0.7674 0.087 -0.265 0.078
O -2.2604 0.4291 -1.2620 0.063 0.250 -0.060
C -3.2088 1.1104 -0.4610 -0.289 0.025 0.043
C -3.0803 2.6303 -0.5259 0.286 -0.280 0.030
O -4.2560 3.2514 -0.0401 0.057 0.070 0.056
H 1.4283 0.2482 -0.1518 0.037 -0.123 -0.224
H 3.1107 0.7752 -0.3791 -0.066 -0.234 -0.103
H 1.4497 3.1472 -0.2378 -0.079 -0.061 0.086
H -0.3942 2.7437 -1.4952 -0.054 -0.050 0.075
H 0.6411 2.3160 -2.8368 0.037 -0.097 -0.025
H -0.7030 -0.6008 -0.4304 -0.055 0.032 -0.152
H -0.8353 1.0835 0.0864 -0.059 0.087 0.033
H -4.1900 0.8592 -0.8626 0.036 -0.073 -0.036
H -3.1840 0.7544 0.5740 0.075 -0.006 0.049
H -2.9298 2.9000 -1.5716 -0.153 0.160 -0.034
H -2.2059 2.9727 0.0371 0.038 0.048 -0.041
H -4.1387 3.4260 0.8986 -0.100 -0.011 -0.064
O -0.8753 -1.7708 1.7040 -0.016 0.056 -0.008
C -0.0504 -2.5762 1.3900 -0.075 -0.052 0.142
C 0.0971 -4.0077 1.8626 0.324 -0.001 -0.057
C 1.5268 -4.3573 1.4485 -0.088 0.021 0.061
C 1.7312 -3.4557 0.2365 0.046 -0.090 -0.013
O 0.9328 -2.2860 0.5009 0.073 0.017 -0.041
H -0.6445 -4.6135 1.3396 -0.046 -0.010 0.028
H -0.0785 -4.0718 2.9321 -0.137 0.009 -0.009
H 1.6824 -5.4098 1.2234 -0.027 0.006 -0.047
H 2.2205 -4.0734 2.2404 0.011 -0.005 -0.007
H 1.3715 -3.9119 -0.6877 -0.013 -0.010 0.005
H 2.7625 -3.1419 0.0982 -0.021 0.081 -0.009
```
Positions in Å, forces in eV/Å.

2S+1: 1
Kohn-Sham gap: 0.38541 Ha
Charge: 0

Results of the Löwdin charge analysis, in e, for atoms 1 through 4: 0.149 -0.214 -0.106 -0.225


The following calculated total energy values (in Eh) correspond, in order, to the records above: -4768.0690; -953.7099.